{
  "formula": "C17H58N10O12",
  "method": "wB97M-V/def2-TZVPD",
  "largest_force_ev_per_a": 10.33,
  "homo_ha": -0.2898,
  "homo_lumo_gap_ev": 7.40,
  "smiles": "NC(N)=O.NC(N)=O.NC(N)=O.NC(N)=O.NC(N)=O.CCO.CCO.CCO.CCO.CCO.CO.CO",
  "de_lowest_kj_mol": 411.6,
  "species": ["N", "C", "N", "O", "H", "H", "H", "H", "N", "C", "N", "O", "H", "H", "H", "H", "N", "C", "N", "O", "H", "H", "H", "H", "N", "C", "N", "O", "H", "H", "H", "H", "N", "C", "N", "O", "H", "H", "H", "H", "C", "C", "O", "H", "H", "H", "H", "H", "H", "C", "C", "O", "H", "H", "H", "H", "H", "H", "C", "C", "O", "H", "H", "H", "H", "H", "H", "C", "C", "O", "H", "H", "H", "H", "H", "H", "C", "C", "O", "H", "H", "H", "H", "H", "H", "C", "O", "H", "H", "H", "H", "C", "O", "H", "H", "H", "H"],
  "coordinates": [[24.890, 5.819, 14.251], [23.656, 5.634, 14.286], [23.162, 6.285, 15.266], [22.959, 4.842, 13.340], [25.498, 5.288, 13.609], [25.430, 6.033, 15.167], [22.157, 6.080, 15.469], [23.625, 6.873, 16.030], [23.387, 10.285, 17.916], [24.207, 10.326, 18.957], [25.471, 10.325, 18.653], [23.815, 9.987, 20.270], [22.424, 10.174, 18.051], [23.697, 10.591, 16.965], [26.019, 10.057, 19.506], [25.836, 10.036, 17.704], [24.479, 7.591, 17.177], [25.600, 7.884, 16.598], [26.369, 6.794, 16.336], [25.964, 9.106, 16.238], [23.988, 8.434, 17.553], [24.373, 6.773, 17.756], [27.177, 7.008, 15.716], [26.309, 5.773, 16.681], [22.854, 0.862, 16.216], [23.674, 1.878, 16.528], [23.382, 2.335, 17.736], [24.654, 2.390, 15.726], [22.994, 0.368, 15.305], [22.396, 0.317, 16.958], [23.804, 3.240, 17.930], [22.624, 1.969, 18.446], [21.605, 1.253, 19.430], [22.030, 0.013, 19.209], [21.558, -0.573, 18.146], [23.026, -0.525, 19.989], [21.915, 1.621, 20.304], [20.770, 1.673, 19.008], [21.916, -1.539, 17.928], [20.674, -0.309, 17.701], [24.705, 2.152, 21.275], [23.660, 2.037, 22.310], [22.357, 2.380, 21.974], [25.642, 1.664, 21.672], [25.028, 3.124, 20.847], [24.353, 1.631, 20.428], [23.928, 2.621, 23.176], [23.650, 0.999, 22.797], [22.103, 3.218, 22.422], [28.087, 4.021, 18.080], [26.870, 3.362, 17.533], [26.021, 4.257, 16.924], [27.800, 4.647, 18.912], [28.536, 4.664, 17.276], [28.796, 3.383, 18.557], [26.446, 2.745, 18.315], [27.171, 2.519, 16.867], [25.226, 3.783, 16.597], [20.723, 8.033, 18.396], [20.805, 8.596, 17.045], [20.749, 9.991, 17.230], [19.973, 8.518, 18.984], [21.715, 8.188, 18.902], [20.430, 6.985, 18.239], [19.944, 8.381, 16.357], [21.731, 8.153, 16.570], [21.009, 10.439, 16.387], [20.922, 8.991, 21.981], [22.041, 8.836, 23.035], [21.401, 8.564, 24.212], [20.458, 10.034, 22.014], [20.006, 8.434, 22.084], [21.503, 8.860, 21.047], [22.511, 9.720, 23.162], [22.827, 8.120, 22.895], [20.826, 9.297, 24.421], [23.555, 6.380, 20.404], [23.788, 5.112, 19.557], [23.417, 5.395, 18.256], [23.929, 6.041, 21.356], [22.541, 6.717, 20.439], [24.213, 7.223, 20.066], [23.319, 4.199, 19.832], [24.850, 4.932, 19.554], [22.478, 5.223, 18.107], [19.884, 4.437, 19.391], [20.864, 4.390, 18.327], [20.085, 3.537, 20.008], [18.800, 4.423, 19.166], [20.019, 5.383, 19.951], [20.445, 3.933, 17.615], [21.027, 5.073, 22.694], [22.134, 4.913, 23.532], [20.207, 4.623, 23.102], [21.304, 4.583, 21.707], [20.885, 6.127, 22.440], [22.086, 5.458, 24.347]],
  "forces_ev_per_angstrom": [[9.21, -0.49, -0.41], [-5.76, -5.64, -6.46], [-6.14, 1.84, 4.61], [2.85, 3.95, 4.71], [-1.11, 0.36, 0.28], [-1.52, -0.18, -2.48], [1.34, 0.31, -0.50], [-0.43, -1.23, -1.93], [0.26, 0.95, -2.12], [-1.89, -3.38, 6.29], [3.60, -0.09, 1.19], [1.20, 2.05, -6.14], [-1.57, 0.25, 0.29], [-0.20, -0.39, 1.49], [-0.47, 0.60, -1.45], [-0.57, 0.37, 0.84], [-2.77, 2.44, 2.68], [4.44, 3.04, -2.14], [2.33, 0.42, -0.65], [-1.41, -4.13, 1.02], [0.32, -0.92, -0.40], [-0.09, -0.59, -0.05], [-0.86, -0.16, 0.97], [-0.39, 1.37, -0.01], [0.13, -1.85, -2.85], [3.17, 1.40, -3.04], [0.09, 1.70, 2.11], [-4.67, -2.12, 3.67], [0.03, 0.87, 1.36], [0.72, 0.71, -0.91], [-0.16, -0.36, 0.22], [2.01, 0.94, -2.17], [-1.51, 1.05, 0.29], [5.77, -2.68, 5.59], [-1.18, -3.83, -2.45], [-5.19, 2.67, -4.18], [0.00, 0.68, 1.18], [0.50, -0.63, 0.34], [-0.66, 1.55, 0.58], [0.56, -0.16, 0.48], [1.89, 0.04, -0.42], [0.69, -1.05, 3.22], [-1.47, 0.97, -0.71], [-0.96, 0.33, -0.56], [-0.53, -0.10, 0.98], [0.01, -1.12, -1.16], [0.26, 0.60, 0.39], [0.00, 0.97, -1.29], [0.59, -1.05, -0.29], [-0.03, 1.85, -0.61], [1.41, -3.03, -0.12], [-0.48, 0.89, 0.43], [-0.23, 0.76, 0.14], [0.01, -0.60, 0.88], [0.60, -0.91, -0.32], [-0.95, 0.32, 0.69], [-0.09, 0.84, -0.37], [0.21, -0.52, -0.80], [0.60, -1.18, 0.57], [-0.55, -0.29, -1.91], [1.03, 1.53, -1.45], [-0.55, 0.32, 0.36], [-0.95, -0.54, -0.28], [0.49, -0.01, 0.66], [0.62, -0.54, 0.69], [-0.67, 1.06, 0.09], [-0.51, -0.45, 0.98], [1.47, 1.84, -1.16], [-2.74, -1.03, -1.10], [-0.57, -1.43, 3.08], [1.18, -0.87, -0.13], [0.25, -1.28, 0.13], [-1.15, 0.25, -0.14], [1.84, 3.13, -0.25], [-0.03, -0.84, -0.58], [-0.18, 0.18, 0.15], [1.65, -1.03, -0.10], [-0.03, 2.03, 0.26], [0.00, -0.13, -2.08], [-0.19, 0.55, 1.01], [-0.67, 0.05, 0.13], [-0.63, -0.72, 0.17], [-0.68, -0.63, 1.06], [0.59, -0.23, -0.08], [-0.08, -0.07, 0.19], [0.30, -0.10, 0.97], [-1.11, 0.50, 0.80], [-0.24, 0.76, 0.22], [0.65, -0.07, -0.85], [0.26, -0.70, -0.14], [-0.10, -0.40, -1.12], [2.37, 1.34, -2.46], [1.07, 0.07, 1.13], [-2.56, -1.05, 0.89], [-0.46, 0.53, 1.15], [-0.38, -0.02, 0.16], [-0.23, -0.41, -0.92]],
  "mulliken_charge": [-0.26, 0.58, -0.01, -0.80, 0.28, -0.14, 0.04, 0.01, -0.38, 0.38, -0.39, -0.63, 0.31, 0.23, 0.25, 0.31, 0.32, 0.50, -0.37, -0.91, -0.66, 0.12, 0.30, 0.71, -0.33, 0.47, 0.54, -0.72, 0.27, 0.31, -0.74, 0.30, -0.19, 0.40, -0.47, -0.68, 0.00, 0.24, 0.32, 0.27, -0.54, -0.50, -0.63, 0.43, 0.02, 0.14, 0.46, 0.27, 0.17, -1.44, 0.24, -0.34, 0.29, 0.26, 0.44, 0.05, 0.37, -0.14, 0.27, -0.85, -0.65, 0.47, -0.57, -0.05, 0.42, 0.48, 0.34, -0.63, -0.53, -0.59, 0.46, 0.43, -0.20, 0.52, 0.24, 0.32, -1.21, -0.59, 1.68, 0.64, -0.23, 0.30, 0.59, 0.07, -0.41, -0.68, -0.39, 0.29, 0.43, 0.12, 0.22, 0.21, -0.56, 0.60, -0.40, -0.21, 0.32]
}